Density functional theory data (ωB97M-V with the def2-TZVPD basis set) for C23H23Cl3MoN2O7SeSi as an isolated structure.

Properties
ΔE to the lowest compared entry with this formula, charge and spin: 142.3 kJ/mol
net charge: 0
multiplicity: 3
orbital gap (spin up / spin down): 6.381 / 7.100 eV
E_tot: -5666.32220 a.u.

Last column: Löwdin charge in e.
Atoms and positions in Å:
Mo (-1.69629, 0.35172, 0.57400)  1.302
C (-1.52722, 1.81648, 5.66815)  0.004
O (-2.04598, 1.64330, 4.32493)  0.046
C (-1.25207, 1.72570, 3.30583)  -0.552
O (-1.62700, 1.18828, 2.26178)  -0.227
N (-0.11860, 2.38883, 3.39579)  0.065
N (0.63568, 2.55253, 2.20780)  0.072
H (-2.23503, 1.31686, 6.31647)  0.102
H (-1.48431, 2.87399, 5.92612)  0.097
H (-0.54640, 1.36037, 5.75381)  0.102
H (-0.16944, 3.18422, 4.01505)  0.161
H (1.50010, 3.00701, 2.46223)  0.097
H (0.08694, 3.13979, 1.57563)  -0.013
O (0.80805, 0.11573, 0.10095)  -0.104
C (1.09751, 0.25038, -1.30556)  -0.304
C (-0.24937, 0.00057, -2.03012)  -0.485
O (-0.36112, -0.05897, -3.20929)  0.174
O (-1.23733, -0.19394, -1.14390)  -0.280
C (2.02882, -0.88523, -1.73134)  -0.147
C (1.97842, -2.09279, -1.03952)  -0.005
C (2.73805, -3.17430, -1.47031)  -0.066
C (3.54349, -3.05650, -2.59546)  -0.087
C (3.58904, -1.85305, -3.28951)  -0.071
C (2.83110, -0.77039, -2.86183)  -0.021
C (1.63722, 1.64297, -1.58066)  -0.150
C (2.91070, 1.95801, -1.10391)  -0.035
C (3.40892, 3.24743, -1.22384)  -0.073
C (2.63702, 4.23495, -1.82779)  -0.083
C (1.37493, 3.92314, -2.31103)  -0.062
C (0.87423, 2.63217, -2.18887)  -0.009
H (1.45447, 0.60991, 0.62320)  0.099
H (1.34063, -2.18366, -0.16891)  0.104
H (2.68883, -4.11374, -0.93117)  0.105
H (4.12986, -3.90202, -2.93529)  0.101
H (4.20927, -1.75898, -4.17394)  0.104
H (2.85598, 0.16376, -3.41241)  0.124
H (3.52058, 1.17964, -0.65363)  0.128
H (4.40131, 3.48049, -0.85536)  0.104
H (3.02249, 5.24299, -1.92531)  0.103
H (0.77164, 4.68843, -2.78541)  0.109
H (-0.11174, 2.39749, -2.56921)  0.117
Se (-1.22677, -1.73421, 1.88942)  0.689
C (-1.55418, -3.28350, 0.81006)  -0.624
C (-2.19104, -3.23543, -0.42973)  -0.131
C (-2.41618, -4.40716, -1.14493)  -0.077
C (-2.00727, -5.63173, -0.63523)  -0.096
C (-1.37219, -5.67966, 0.59932)  -0.095
C (-1.14753, -4.51321, 1.31961)  -0.153
H (-2.51492, -2.29479, -0.84781)  0.063
H (-2.91886, -4.35499, -2.10478)  0.107
H (-2.18097, -6.54334, -1.19535)  0.099
H (-1.05195, -6.63051, 1.00890)  0.100
H (-0.65366, -4.55384, 2.28356)  0.090
Cl (-4.98683, 1.97538, 1.18564)  0.227
Si (-4.18372, 0.25996, 0.34908)  -0.745
Cl (-4.79034, 0.19042, -1.60888)  0.251
Cl (-5.11912, -1.31855, 1.28788)  0.219
O (-1.13052, 3.65005, 1.05339)  -0.039
C (-1.76841, 3.39076, 0.02567)  -0.425
O (-1.99056, 2.22364, -0.49207)  -0.241
H (-2.20839, 4.21712, -0.54187)  0.138

Atomic forces in eV per Å
Mo 0.39 -1.42 -1.50
C -0.14 0.14 -0.32
O -0.49 -0.25 1.21
C -0.09 0.19 -0.17
O -0.22 0.58 1.38
N 0.84 0.80 -0.26
N 1.53 -1.01 0.97
H -0.07 -0.03 0.00
H 0.00 0.04 -0.04
H 0.09 -0.06 -0.03
H 0.16 0.07 0.26
H 0.21 -0.17 0.20
H 0.06 -0.06 -0.06
O -0.09 0.46 -0.06
C 0.12 -0.18 0.09
C -0.09 -0.20 1.19
O -0.10 -0.03 -0.53
O 0.26 -0.17 -1.91
C -0.10 0.00 -0.02
C 0.08 -0.04 -0.04
C -0.03 0.06 -0.02
C -0.02 0.06 0.01
C -0.02 0.01 0.02
C 0.01 -0.02 -0.01
C 0.04 0.03 0.11
C 0.00 0.04 -0.03
C -0.05 -0.01 -0.01
C 0.03 -0.04 0.03
C 0.00 0.01 0.00
C 0.01 -0.01 0.01
H -0.09 0.13 -0.01
H -0.01 -0.02 -0.01
H 0.00 0.07 -0.02
H -0.02 0.04 0.01
H -0.04 0.00 0.06
H -0.01 -0.08 0.02
H -0.02 0.05 -0.02
H -0.05 -0.02 -0.02
H -0.01 -0.05 0.00
H 0.03 -0.04 0.01
H 0.02 0.05 0.00
Se -0.29 0.07 -0.07
C -0.12 0.05 -0.18
C 0.03 -0.16 0.06
C 0.02 0.08 0.05
C 0.02 0.02 0.02
C 0.01 0.05 0.02
C 0.03 -0.09 -0.02
H -0.03 0.07 -0.02
H 0.05 0.01 0.07
H 0.00 0.06 0.04
H 0.00 0.03 -0.01
H -0.02 -0.03 -0.02
Cl -0.05 0.02 0.01
Si -0.14 -0.10 0.19
Cl 0.03 0.02 -0.03
Cl -0.04 0.04 -0.02
O -1.77 0.84 -1.14
C -0.20 -0.79 -0.38
O 0.42 0.80 1.08
H -0.07 0.09 -0.15

***

Density functional theory data (ωB97M-V with the def2-TZVPD basis set) for a 2-piece molecular cluster, C23H23ClN2O6S overall.

Properties
ΔE to the lowest compared entry with this formula, charge and spin: 1705.9 kJ/mol
net charge: 0
orbital gap: 8.241 eV
E_tot: -2308.89439 a.u.

Last column: Löwdin charge in e.
Atoms and positions in Å:
C (2.19111, 3.45030, 0.01985)  -0.020
C (2.17809, 1.96373, -0.03509)  -0.165
C (3.18625, 1.13084, -0.03921)  -0.156
C (4.54449, 1.19515, -0.04566)  -0.544
O (5.03388, 2.14910, -0.18114)  0.263
N (5.10334, -0.04853, 0.03817)  0.172
C (6.43652, -0.32285, 0.14756)  -0.231
C (7.45579, 0.84328, -0.13585)  0.076
C (8.77310, 0.54632, -0.11422)  -0.038
C (9.29474, -0.84056, -0.03985)  -0.065
C (8.26703, -1.62153, -0.01755)  -0.164
C (6.87334, -1.42427, -0.13229)  -0.497
Cl (5.84479, -3.00416, -0.14979)  0.579
H (8.66440, -2.76403, -0.00818)  0.152
H (10.29866, -1.04434, -0.16342)  0.087
H (9.47597, 1.29245, 0.11111)  0.089
H (7.17519, 1.68305, 0.04734)  -0.009
H (4.55381, -0.85670, 0.07200)  0.079
O (2.63301, -0.13569, -0.04609)  0.014
C (1.15689, -0.08862, 0.13711)  -0.034
C (0.21263, -1.17210, -0.03934)  0.062
C (-1.19459, -0.71891, 0.20593)  -0.019
C (-1.46652, 0.63798, 0.07184)  -0.346
C (-0.61316, 1.60400, 0.15764)  -0.003
C (0.80127, 1.39282, -0.25420)  0.070
H (-0.80917, 2.59783, -0.05035)  0.110
S (-3.18552, 0.81191, 0.01032)  0.763
O (-3.39635, 1.92674, 1.16892)  -0.366
O (-3.54486, 1.58095, -1.14294)  -0.265
N (-3.94328, -0.52442, 0.20562)  -0.287
C (-4.52611, -0.87988, -1.15105)  -0.135
C (-5.92251, -0.38498, -1.54793)  -0.012
H (-5.73350, 0.74587, -1.58897)  0.143
H (-6.34983, -0.95751, -2.32444)  0.111
C (-6.88213, -0.59932, -0.23875)  -0.336
C (-6.16525, 0.23513, 1.07543)  0.008
C (-4.82829, -0.63225, 1.10123)  -0.338
H (-4.35499, -0.16933, 2.39595)  0.226
H (-5.01402, -1.66651, 1.46142)  0.129
H (-6.17937, 1.23418, 1.00526)  0.056
H (-6.78229, -0.21574, 2.05316)  0.173
O (-8.21198, 0.17870, -0.29610)  -0.077
C (-9.19206, -0.63990, 0.16508)  -0.262
H (-10.01204, -0.77644, -0.49778)  0.122
C (-8.59074, -1.92774, 0.33866)  -0.091
H (-8.32637, -2.28653, 1.47033)  0.165
O (-7.08537, -2.01513, -0.04163)  -0.099
H (-8.86582, -2.93551, -0.09084)  0.137
H (-9.34242, 0.00391, 0.96340)  0.120
H (-3.95639, -0.70154, -1.84643)  0.020
H (-4.62489, -2.02565, -1.04699)  0.168
H (-1.81937, -1.52639, 0.02914)  0.079
H (0.76308, -2.13635, -0.02232)  0.120
H (3.25239, 3.65901, 0.02978)  0.065
H (1.76575, 3.77178, -0.83880)  0.043
H (1.68696, 3.97561, 1.01420)  0.161

Atomic forces in eV per Å
C 1.64 -0.03 4.65
C -4.32 4.44 -0.68
C -7.19 -3.45 0.18
C -4.02 -12.74 1.53
O 8.77 14.90 -1.74
N 1.04 0.34 1.09
C -1.99 11.79 -2.16
C 2.21 -11.70 0.63
C 0.72 -1.58 0.58
C -2.31 5.91 -0.60
C 0.67 -8.83 -0.77
C 4.31 -10.82 0.13
Cl 0.99 2.00 -0.06
H -1.63 2.28 -0.07
H 1.74 -0.72 0.27
H 0.77 1.42 -0.52
H -3.39 9.83 1.58
H -1.36 -0.93 0.06
O -2.94 -2.41 0.91
C 1.02 2.82 -4.87
C 1.02 2.97 2.76
C 6.53 -1.55 -2.55
C -3.41 -6.20 1.12
C 6.64 3.87 -3.23
C 0.99 -6.51 6.02
H -1.60 1.98 0.38
S 0.51 12.81 5.46
O 0.44 -5.23 -2.45
O -0.12 -1.50 -2.38
N 3.42 -0.55 -8.02
C -6.38 -6.23 6.42
C -0.22 2.68 5.01
H -1.09 -1.49 -0.93
H -0.15 -0.12 -1.29
C 1.14 3.14 0.33
C -1.49 -10.00 -0.02
C -5.43 1.63 13.66
H -0.67 -1.34 -3.91
H -0.29 0.52 -0.86
H 0.33 3.52 -0.45
H 1.49 1.59 -2.51
O 4.98 -0.44 -3.76
C -0.57 0.32 -0.80
H -1.04 0.51 -0.71
C 4.36 -7.47 4.78
H -1.73 1.23 -2.06
O -2.34 4.41 -0.70
H -0.94 1.74 -0.06
H -2.28 -0.45 2.88
H 6.41 1.94 -6.94
H 0.32 1.47 -0.32
H -1.83 -0.83 0.20
H -1.50 0.12 -0.07
H 0.11 1.01 0.00
H -1.46 1.60 -2.54
H 1.11 -1.64 -2.61

***

Density functional theory data (ωB97M-V with the def2-TZVPD basis set) for one molecule with the formula C23H23ClN2O6S.

Properties
ΔE to the lowest compared entry with this formula, charge and spin: 0.0 kJ/mol
net charge: 0
orbital gap: 8.126 eV
E_tot: -2309.54412 a.u.

Last column: Löwdin charge in e.
Atoms and positions in Å:
C (-8.02488, -0.51598, 1.18156)  -0.081
H (-8.95584, -1.05496, 1.01413)  0.096
O (-7.05143, -1.20528, 0.43610)  -0.113
C (-5.77603, -0.74278, 0.45040)  -0.302
C (-5.32590, 0.36092, 1.16246)  -0.009
C (-3.99968, 0.75951, 1.10275)  -0.011
C (-3.08288, 0.04859, 0.34114)  -0.273
C (-3.51643, -1.07045, -0.36924)  -0.044
C (-4.84000, -1.44910, -0.31968)  -0.571
Cl (-5.36962, -2.82453, -1.20351)  0.739
H (-2.81370, -1.62593, -0.96797)  0.108
N (-1.72400, 0.38403, 0.25132)  -0.166
S (-1.11491, 0.42243, -1.35181)  0.725
O (-0.38937, -0.80349, -1.54254)  -0.287
O (-2.21096, 0.68506, -2.23196)  -0.253
C (0.01683, 1.80566, -1.38570)  -0.283
C (1.37529, 1.58847, -1.50796)  -0.052
C (2.23095, 2.67687, -1.50494)  -0.044
C (1.71798, 3.95872, -1.39148)  -0.056
C (0.34965, 4.16453, -1.30512)  -0.053
C (-0.51117, 3.08058, -1.30615)  -0.062
H (-1.58224, 3.20464, -1.25735)  0.122
H (-0.04497, 5.16630, -1.23121)  0.109
H (2.38770, 4.80507, -1.37546)  0.109
H (3.29530, 2.51988, -1.58292)  0.113
H (1.74359, 0.57899, -1.59590)  0.111
C (-1.13184, 1.23094, 1.25763)  -0.101
H (-1.52952, 0.92511, 2.23245)  0.147
H (-1.35204, 2.29854, 1.12051)  0.128
C (0.39323, 1.08738, 1.33167)  -0.483
O (1.08460, 2.01669, 1.69288)  0.079
N (0.82457, -0.15151, 1.01788)  0.137
C (2.15405, -0.56767, 0.83207)  -0.233
C (3.23474, 0.08176, 1.39688)  -0.013
C (4.51881, -0.39094, 1.15591)  -0.008
C (4.73873, -1.50014, 0.35916)  -0.204
C (3.63030, -2.15989, -0.22359)  -0.193
C (2.35541, -1.69039, 0.02575)  0.039
H (1.49378, -2.15751, -0.42375)  0.101
O (3.92422, -3.22884, -1.00851)  -0.059
C (2.85981, -3.91603, -1.62215)  -0.074
H (2.27693, -3.25995, -2.27626)  0.098
H (2.19410, -4.36887, -0.88022)  0.099
H (3.32392, -4.70135, -2.21659)  0.095
O (5.95853, -2.03202, 0.06591)  -0.068
C (7.09867, -1.43080, 0.62513)  -0.087
H (7.21390, -0.39371, 0.29211)  0.095
H (7.07451, -1.45871, 1.71969)  0.096
H (7.94382, -2.01797, 0.26929)  0.094
H (5.34834, 0.12900, 1.60668)  0.105
H (3.08451, 0.95336, 2.00934)  0.105
H (0.13512, -0.77829, 0.61924)  0.121
H (-3.69638, 1.63385, 1.65622)  0.110
H (-6.00951, 0.93484, 1.76716)  0.106
H (-7.79085, -0.52163, 2.25103)  0.097
H (-8.13774, 0.51698, 0.83749)  0.098

Atomic forces in eV per Å
C -0.17 0.13 0.14
H 0.05 0.08 0.04
O 0.40 -0.08 -0.15
C 0.06 0.01 -0.01
C -0.31 -0.15 -0.01
C 0.37 -0.04 -0.17
C -0.83 -0.33 0.06
C -0.35 0.08 0.23
C -0.01 0.16 0.11
Cl -0.02 -0.24 -0.18
H -0.02 -0.20 -0.05
N 0.62 0.21 -0.70
S 0.07 0.26 -0.09
O 0.25 0.02 -0.02
O -0.10 0.26 0.00
C -0.41 -0.47 0.00
C 0.08 -0.17 -0.07
C -0.05 -0.03 -0.04
C 0.03 -0.03 -0.01
C -0.12 -0.05 0.03
C -0.12 0.17 0.00
H -0.13 0.12 0.02
H -0.04 0.07 0.00
H 0.06 0.07 0.00
H 0.10 -0.03 -0.01
H 0.11 -0.10 0.03
C 0.29 0.43 0.21
H 0.01 0.01 -0.15
H 0.11 -0.17 0.09
C -0.30 0.19 0.34
O 0.00 0.07 0.11
N -0.06 -0.48 -0.07
C 0.42 0.13 0.19
C -0.29 0.09 0.02
C 0.21 -0.28 -0.20
C 0.03 -0.07 -0.08
C 0.17 0.01 0.05
C 0.08 -0.10 -0.10
H -0.05 -0.12 -0.09
O 0.20 0.28 0.23
C -0.17 -0.11 -0.09
H 0.02 -0.01 0.02
H 0.01 0.03 -0.02
H -0.09 0.04 0.03
O -0.37 -0.10 -0.11
C 0.15 0.09 0.09
H -0.01 -0.03 0.02
H -0.01 0.02 -0.04
H -0.02 0.07 0.05
H 0.12 0.01 0.03
H -0.02 0.04 0.04
H 0.07 0.15 0.18
H 0.05 0.10 0.05
H -0.09 0.02 0.05
H 0.00 0.01 -0.04
H 0.02 -0.03 0.02

***

Density functional theory data (ωB97M-V with the def2-TZVPD basis set) for C23H23Co2O8Si as an isolated structure.

Properties
ΔE to the lowest compared entry with this formula, charge and spin: 147.1 kJ/mol
net charge: -1
orbital gap: 5.349 eV
E_tot: -4547.15176 a.u.

Last column: Löwdin charge in e.
Atoms and positions in Å:
C (0.20825, 0.27713, -2.37932)  -0.036
C (-0.08311, 1.72404, -2.29597)  -0.223
C (0.82798, 2.71680, -2.54588)  -0.327
O (2.10998, 2.41638, -2.90392)  -0.063
Si (3.33016, 3.42909, -2.37667)  0.451
C (4.76496, 2.33612, -1.87934)  -0.152
C (3.81405, 4.55115, -3.79608)  -0.154
C (2.76570, 4.40808, -0.87990)  -0.146
O (0.30782, 4.00352, -2.37259)  -0.074
C (-1.06628, 3.87351, -2.01074)  -0.145
C (-1.36696, 2.37429, -1.90439)  -0.124
H (-0.63553, -0.32101, -2.03102)  0.068
H (0.42222, -0.00740, -3.41121)  0.084
H (1.07471, 0.02421, -1.76443)  0.086
H (5.58134, 2.89608, -1.43228)  0.031
H (4.40041, 1.61174, -1.15804)  0.035
H (5.13056, 1.81123, -2.75621)  0.028
H (4.60043, 5.23369, -3.48735)  0.028
H (4.17261, 3.95512, -4.63147)  0.029
H (2.95303, 5.12809, -4.12281)  0.030
H (3.57316, 4.98701, -0.43944)  0.033
H (1.96753, 5.08528, -1.17064)  0.025
H (2.38061, 3.72184, -0.13073)  0.045
H (-1.23301, 4.41788, -1.07292)  0.124
H (-1.65481, 4.36146, -2.79619)  0.120
H (-2.17469, 2.06847, -2.57694)  0.114
H (-1.66279, 2.07975, -0.89100)  0.114
O (0.04228, -7.49056, 1.22977)  0.101
C (-0.40696, -6.44882, 1.14144)  -0.147
Co (-1.13148, -4.77932, 0.98754)  -0.001
C (-1.65647, -4.38066, -0.67979)  -0.181
O (-1.97796, -4.05331, -1.72103)  0.088
C (-2.61745, -4.70123, 2.03255)  -0.132
O (-3.54484, -4.60872, 2.68454)  0.121
C (0.58455, -3.65783, 1.19534)  -0.181
C (-0.55101, -2.95701, 1.76624)  -0.309
C (-1.28972, -2.00222, 0.91812)  -0.038
C (-2.31252, -1.22942, 1.42777)  -0.229
C (-3.29688, -0.64762, 0.57814)  -0.030
C (-4.36083, 0.02272, 1.12282)  -0.107
C (-4.48526, 0.16974, 2.49818)  -0.097
C (-3.55082, -0.40212, 3.34522)  -0.083
C (-2.49708, -1.09890, 2.83140)  -0.010
Co (0.87266, -3.46814, 3.19199)  -0.050
C (1.67009, -5.10034, 3.45718)  -0.170
O (2.16026, -6.11155, 3.63351)  0.079
C (-0.41251, -3.27304, 4.45294)  -0.194
O (-1.23620, -3.12498, 5.22423)  0.079
C (1.95236, -2.01237, 3.24408)  -0.176
O (2.61502, -1.08475, 3.24191)  0.071
H (1.29961, -2.97559, 0.74583)  0.042
H (-1.18600, -2.08989, -0.15016)  0.082
H (-3.24284, -0.81882, -0.48719)  0.107
H (-5.13666, 0.39980, 0.47625)  0.094
H (-5.33802, 0.68540, 2.91311)  0.092
H (-3.66811, -0.33521, 4.41772)  0.105
H (-1.80553, -1.58882, 3.49784)  0.073

Atomic forces in eV per Å
C -0.04 -0.30 0.04
C 1.67 2.41 -0.40
C -2.38 -2.93 0.62
O -1.01 1.52 0.26
Si 1.01 0.64 0.45
C -0.53 0.15 -0.32
C -0.21 -0.30 0.31
C -0.02 -0.07 -0.46
O 1.75 -0.24 -0.66
C -0.34 -0.02 -0.08
C -0.54 -0.45 0.16
H 0.04 0.02 -0.01
H 0.05 -0.17 0.02
H -0.01 -0.12 -0.08
H 0.08 0.12 0.02
H 0.06 -0.21 0.14
H 0.18 -0.22 -0.07
H 0.15 0.14 0.01
H 0.06 -0.03 -0.15
H -0.09 0.12 -0.08
H 0.21 -0.02 0.03
H -0.03 0.07 0.12
H -0.09 -0.07 0.20
H 0.13 -0.15 -0.16
H 0.06 -0.09 0.11
H -0.12 0.10 0.09
H -0.07 0.05 -0.05
O 0.09 -0.33 -0.25
C -0.34 1.26 0.70
Co 0.43 0.31 0.03
C 0.20 -0.30 0.22
O -0.34 0.19 -1.04
C 0.48 -1.09 -0.52
O -0.23 0.34 0.25
C -1.75 0.77 1.63
C 2.18 1.89 -2.52
C 2.74 -4.55 2.33
C -2.88 1.86 1.12
C 1.03 -0.68 0.62
C -0.46 0.29 0.17
C -0.22 0.04 -0.07
C -0.43 0.27 0.22
C 0.68 -0.30 -0.89
Co -1.66 -0.11 -0.35
C -0.93 1.93 -0.26
O 0.41 -0.79 0.08
C 1.84 -0.54 -0.46
O -0.99 0.17 0.63
C -0.70 -1.33 -0.05
O 0.53 0.78 0.02
H 0.07 -0.77 -1.08
H 0.33 0.21 -0.24
H 0.12 0.07 -0.15
H -0.12 0.17 -0.12
H -0.11 0.11 0.00
H -0.03 0.06 0.07
H 0.08 0.09 -0.15